No. 1
# C19H27ClN2Pt

A molecular structure, C19H27ClN2Pt (ωB97M-V/def2-TZVPD, OMol25).

Properties
HOMO energy (alpha / beta)   -0.4823 / -0.4935 hartree
LUMO (alpha / beta)   -7.8 / -9.1 eV
E   -38868.691 eV
Molar mass   514.0 g/mol
Largest force on an atom   0.0521 hartree/bohr
HOMO-LUMO gap (alpha / beta)   5.28 / 4.32 eV

```
! RIJCOSX wB97M-V def2-TZVPD def2/J DEFGRID3
* xyz 2 5
C 0.0125 0.2260 -5.7908
C 1.3875 0.7280 -5.7189
C -0.2327 -1.1935 -6.0624
C -1.1112 1.1660 -5.7515
Cl 0.0595 -0.0139 -2.2712
H -0.2592 -1.4202 -7.1442
H -1.1980 -1.5144 -5.6436
H 0.5554 -1.8213 -5.6215
H 1.7900 1.0052 -6.7106
H 2.0634 -0.0310 -5.2980
H 1.4480 1.6239 -5.0841
H -1.3704 1.5586 -6.7519
H -0.8791 2.0321 -5.1150
H -2.0154 0.6838 -5.3512
C 1.3631 -1.5695 1.8816
C 0.5377 -2.5398 1.2106
C 0.9020 -2.5366 -0.2105
H -0.0743 -3.3012 1.6720
C 1.9520 -1.5270 -0.3621
C 2.2538 -0.9998 0.9266
H 3.1304 -0.4060 1.1675
H 1.4054 -1.4351 2.9552
H 0.5607 -3.2463 -0.9481
H 2.5055 -1.3650 -1.2779
C -2.0586 0.1960 1.1284
C -1.8751 -1.1233 1.6761
C -2.2000 -2.0800 0.6575
H -1.6187 -1.3273 2.7140
C -2.5418 -1.3575 -0.5402
C -2.4568 0.0634 -0.2432
H -2.6989 0.8810 -0.9167
H -1.9586 1.1238 1.6822
H -2.2113 -3.1602 0.7649
H -2.8296 -1.7863 -1.4990
Pt -0.3873 -0.8590 -0.0557
C 2.9165 2.2854 4.8248
C 1.5473 1.9539 4.3881
C 0.3243 2.0490 5.0511
C -0.6164 1.4081 4.2056
N -0.0186 1.0382 3.0528
N 1.2741 1.4133 3.1879
C -2.0458 1.1319 4.4422
H 3.0504 3.3682 4.9259
H 3.1208 1.8242 5.8015
H 3.6773 1.9112 4.1220
H 0.1516 2.5134 6.0019
H 1.9462 1.2789 2.4373
H -2.2016 0.7271 5.4565
H -2.6655 2.0393 4.3226
H -2.4103 0.3842 3.7115
*
```

***

No. 2
# C19H45IN5O4

4 unconnected molecules or ions with the total composition C19H45IN5O4 (ωB97M-V/def2-TZVPD, OMol25).

Properties
HOMO energy   -0.3915 hartree
LUMO   -4.4 eV
E   -44166.205 eV
Molar mass   534.5 g/mol
Largest force on an atom   0.0346 hartree/bohr
HOMO-LUMO gap   6.29 eV

```
! RIJCOSX wB97M-V def2-TZVPD def2/J DEFGRID3
* xyz 1 1
N 3.4015 0.8020 2.2984
C 3.1035 0.0904 1.1375
O 3.6967 0.2997 0.0814
C 2.0698 -1.0064 1.2325
C 0.6137 -0.5645 1.4048
C 0.2035 0.7179 0.6818
C -1.2959 0.8174 0.8402
N -1.7056 2.0229 0.8568
C -0.5830 2.9654 0.7296
I -0.3284 3.7037 -1.2669
C 0.5689 2.1081 1.2357
H 2.6694 0.7670 2.9938
H 3.6079 1.7643 2.0759
H 2.1780 -1.6323 0.3585
H 2.3337 -1.6328 2.0811
H 0.3193 -0.5210 2.4485
H 0.0059 -1.3414 0.9518
H 0.3140 0.6718 -0.4023
H -1.9196 -0.0579 0.9412
H -2.6820 2.2784 0.9656
H -0.8148 3.8265 1.3379
H 0.6389 2.1148 2.3149
H 1.4574 2.5561 0.8106
C -2.6106 -5.7697 -1.5393
C -3.3474 -5.0334 -0.4247
C -3.4571 -3.5185 -0.6383
O -2.2595 -2.7868 -0.4083
C -1.3164 -2.8205 -1.4660
N -2.7329 -5.3783 0.8603
H -1.5292 -5.6698 -1.4507
H -2.8338 -6.8336 -1.4914
H -2.9113 -5.4067 -2.5239
H -4.3730 -5.4111 -0.4080
H -4.1737 -3.1269 0.0871
H -3.8491 -3.2876 -1.6370
H -1.7910 -2.8216 -2.4499
H -0.6463 -3.6775 -1.3807
H -0.7094 -1.9157 -1.3787
H -3.2950 -5.0069 1.6204
H -1.8459 -4.8890 0.9310
C -3.2757 6.0475 3.3688
C -2.7799 5.8147 1.9463
C -3.0490 6.9667 0.9719
O -4.3844 7.0701 0.5398
C -5.2750 7.7175 1.4365
N -3.3416 4.5501 1.4417
H -4.3500 5.8953 3.4566
H -2.7985 5.3477 4.0543
H -3.0438 7.0579 3.7050
H -1.6907 5.7015 1.9969
H -2.4690 6.7786 0.0636
H -2.6988 7.9206 1.3850
H -4.7818 8.5353 1.9679
H -5.7035 7.0162 2.1555
H -6.0896 8.1279 0.8435
H -2.9171 4.3347 0.5485
H -4.3199 4.7174 1.2210
C 6.5880 -3.2688 -3.4499
C 5.1463 -3.7400 -3.6121
C 4.1256 -2.9304 -2.8016
O 4.1106 -3.1959 -1.4119
C 5.1327 -2.5588 -0.6651
N 5.0790 -5.1749 -3.3238
H 7.0301 -3.6210 -2.5189
H 7.2003 -3.6619 -4.2597
H 6.6561 -2.1796 -3.4730
H 4.8768 -3.6041 -4.6635
H 3.1273 -3.2039 -3.1542
H 4.2479 -1.8528 -2.9779
H 5.3561 -1.5633 -1.0547
H 6.0429 -3.1608 -0.6303
H 4.7688 -2.4554 0.3575
H 4.1554 -5.5265 -3.5568
H 5.1531 -5.2980 -2.3183
*
```